(1)
This record from OMol25 describes a molecular structure, C37H49BiCl2N11O4S. The level of theory is the ωB97M-V functional and the def2-TZVPD basis.

```
! RIJCOSX wB97M-V def2-TZVPD def2/J DEFGRID3
* xyz 1 1
Bi -0.142 -0.096 0.240
C 3.187 -0.677 4.141
N 3.671 -0.265 2.821
C 4.844 0.597 2.734
C 2.883 -0.442 1.798
N 2.170 -0.660 0.911
H 3.994 -1.163 4.686
H 2.366 -1.380 4.019
H 2.841 0.188 4.713
H 5.573 0.257 3.466
H 4.593 1.640 2.942
H 5.282 0.529 1.741
O -1.941 1.650 1.439
S -1.849 3.123 1.703
C -0.264 3.400 2.592
C -0.591 3.980 3.959
C -1.862 3.268 4.413
C -2.824 3.393 3.242
H 0.374 4.024 1.969
H 0.169 2.400 2.661
H -0.781 5.053 3.880
H 0.233 3.839 4.659
H -2.277 3.705 5.321
H -1.655 2.212 4.602
H -3.237 4.401 3.166
H -3.631 2.663 3.237
C -0.606 5.168 -1.587
N -0.790 3.915 -2.311
C -1.335 3.886 -3.544
C -1.561 2.721 -4.189
C -1.248 1.518 -3.491
N -0.708 1.546 -2.276
C -0.448 2.718 -1.659
O 0.088 2.785 -0.550
N -1.445 0.327 -4.076
H -0.709 6.000 -2.279
H 0.384 5.184 -1.138
H -1.343 5.255 -0.791
H -1.567 4.839 -3.999
H -1.987 2.697 -5.181
H -1.983 0.295 -4.926
H -1.498 -0.500 -3.480
C 3.829 2.394 -5.318
C 3.116 1.097 -5.695
C 1.606 1.306 -5.783
C 3.464 -0.053 -4.733
N 2.925 0.129 -3.395
C 1.791 -0.351 -2.873
N 1.675 0.123 -1.657
N 2.751 0.901 -1.443
N 3.504 0.916 -2.475
H 3.544 3.192 -6.004
H 4.912 2.277 -5.367
H 3.569 2.705 -4.307
H 3.481 0.769 -6.672
H 1.209 1.680 -4.836
H 1.086 0.378 -6.033
H 1.375 2.041 -6.553
H 4.546 -0.147 -4.645
H 3.054 -0.989 -5.110
H 1.106 -1.025 -3.362
C 1.267 -3.180 -0.999
C -0.081 -2.802 -1.524
C -0.871 -3.489 -2.412
C -2.105 -2.792 -2.511
C -2.032 -1.703 -1.676
C -3.120 -0.745 -1.294
N -0.773 -1.686 -1.095
H 1.562 -4.134 -1.432
H 1.242 -3.285 0.087
H 2.039 -2.442 -1.227
H -0.600 -4.402 -2.919
H -2.966 -3.083 -3.094
H -3.927 -0.785 -2.024
H -2.760 0.283 -1.219
H -3.527 -1.012 -0.318
Cl -0.972 -4.867 6.095
C -1.573 -5.837 4.783
C -0.805 -6.928 4.409
C -1.265 -7.820 3.459
C -2.509 -7.622 2.885
C -3.255 -6.518 3.242
Cl -4.803 -6.277 2.486
C -2.818 -5.570 4.186
N -3.648 -4.509 4.496
C -3.295 -3.203 4.895
C -3.960 -2.633 5.977
C -3.642 -1.359 6.409
C -2.652 -0.638 5.759
C -2.024 -1.184 4.652
C -2.347 -2.456 4.190
C -1.686 -3.023 2.952
C -1.226 -1.931 2.020
O -2.032 -1.196 1.421
O 0.034 -1.761 1.855
H 0.146 -7.085 4.898
H -0.665 -8.676 3.182
H -2.901 -8.316 2.155
H -4.619 -4.663 4.281
H -4.716 -3.213 6.491
H -4.156 -0.933 7.261
H -2.376 0.349 6.110
H -1.282 -0.605 4.114
H -2.396 -3.647 2.406
H -0.817 -3.629 3.213
*
```

The calculation puts the LUMO energy at -1.754 eV. The calculated total energy comes out at -3875.63743 Eh.

=====

(2)
This record from OMol25 describes 12 unconnected molecules or ions with the total composition C37H49Cl4F5O30 at a distorted geometry. The level of theory is the ωB97M-V functional and the def2-TZVPD basis.

```
! RIJCOSX wB97M-V def2-TZVPD def2/J DEFGRID3
* xyz 0 1
O 1.814 5.682 4.866
C 1.115 5.385 3.870
O -0.157 5.732 3.770
C -0.871 4.912 2.839
C 0.334 4.672 1.932
F 0.642 5.805 1.187
O 1.493 4.665 2.812
H -1.292 4.033 3.327
H -1.586 5.542 2.312
H 0.382 3.803 1.275
O 2.271 2.212 1.034
C 2.903 1.721 2.005
O 2.524 0.642 2.735
C 3.505 0.368 3.653
C 4.761 1.096 3.203
F 5.394 0.409 2.369
O 4.122 2.127 2.442
H 3.163 0.753 4.614
H 3.646 -0.701 3.809
H 5.403 1.594 3.929
O 0.569 2.958 -1.825
C 1.709 2.636 -2.120
O 2.752 3.451 -1.867
C 3.993 2.985 -2.421
C 3.598 1.588 -2.716
F 4.169 0.849 -1.764
O 2.173 1.546 -2.702
H 4.478 3.351 -3.326
H 4.797 3.170 -1.708
H 3.960 1.143 -3.643
O -0.027 -6.912 0.854
C 1.050 -6.504 0.779
O 1.392 -5.361 0.021
C 2.673 -5.005 0.427
C 3.199 -6.456 0.646
F 4.169 -6.188 1.441
O 2.169 -7.139 1.288
H 3.158 -4.405 -0.343
H 2.689 -4.442 1.359
H 3.623 -6.981 -0.210
O -4.627 2.134 -5.453
C -3.432 1.932 -5.290
O -2.932 0.888 -4.562
C -1.508 0.987 -4.422
C -1.180 2.231 -5.266
F -0.655 1.666 -6.361
O -2.463 2.798 -5.576
H -1.356 1.196 -3.363
H -0.958 0.054 -4.547
H -0.466 2.945 -4.857
C -0.657 -3.303 -6.483
C -0.579 -4.838 -6.875
C -1.850 -5.642 -6.370
O -2.824 -5.400 -7.357
C -2.256 -4.965 -8.533
O -2.818 -4.904 -9.631
O -0.878 -4.935 -8.287
H -0.369 -2.697 -7.342
H -0.018 -3.023 -5.646
H -1.656 -2.994 -6.176
H 0.377 -5.242 -6.544
H -2.143 -5.133 -5.452
H -1.768 -6.725 -6.289
C 4.580 -5.041 6.948
C 3.655 -4.187 6.088
C 3.107 -4.846 4.919
O 1.749 -4.867 5.048
C 1.426 -4.444 6.270
O 0.336 -4.226 6.782
O 2.513 -4.027 6.916
H 5.451 -5.263 6.331
H 4.096 -5.919 7.374
H 4.864 -4.680 7.937
H 4.122 -3.214 5.934
H 3.549 -5.840 4.862
H 3.311 -4.225 4.047
C -0.146 -0.953 6.043
C -0.669 -1.148 4.688
C -2.182 -0.982 4.448
O -2.280 0.137 3.620
C -1.050 0.633 3.457
O -0.792 1.772 2.970
O -0.209 -0.115 4.043
H 0.767 -1.544 6.106
H -0.806 -1.185 6.879
H 0.048 0.078 6.338
H -0.351 -2.038 4.143
H -2.802 -0.676 5.291
H -2.719 -1.786 3.946
C -4.387 2.620 -0.238
C -4.655 1.787 -1.549
C -4.509 0.276 -1.372
O -5.459 -0.182 -2.135
C -6.422 0.720 -2.325
O -7.486 0.513 -2.928
O -6.033 1.853 -1.894
H -3.353 2.542 0.097
H -5.177 2.461 0.497
H -4.467 3.698 -0.379
H -4.095 1.978 -2.464
H -4.642 -0.011 -0.330
H -3.588 -0.145 -1.776
C -0.559 8.119 -3.006
C -0.737 6.838 -2.165
C -1.852 6.925 -1.155
O -2.360 5.595 -1.056
C -2.021 4.966 -2.185
O -2.268 3.786 -2.416
O -1.222 5.758 -2.923
H -1.500 8.476 -3.425
H 0.199 7.766 -3.705
H -0.114 8.926 -2.424
H 0.228 6.538 -1.756
H -2.592 7.699 -1.360
H -1.396 7.109 -0.182
Cl 1.064 -1.561 0.668
C 0.730 -0.268 -0.467
Cl -0.766 -0.645 -1.333
H 0.444 0.651 0.044
H 1.613 -0.236 -1.105
Cl -2.907 -4.651 2.112
C -2.043 -3.514 1.145
Cl -3.138 -2.823 -0.027
H -1.790 -2.787 1.917
H -1.151 -3.956 0.701
*
```

The structure (SMILES) is O=C1OC[C@@H](F)O1.O=C1OC[C@@H](F)O1.O=C1OC[C@@H](F)O1.O=C1OC[C@@H](F)O1.O=C1OC[C@@H](F)O1.C[C@H]1COC(=O)O1.C[C@H]1COC(=O)O1.C[C@H]1COC(=O)O1.C[C@H]1COC(=O)O1.C[C@H]1COC(=O)O1.ClCCl.ClCCl. The calculation puts the LUMO energy at -0.507 eV. The calculation puts the energy relative to the best compared isomer or geometry (same formula, charge and spin) at 8.017 eV. The calculated total energy comes out at -6036.49603 Eh.

=====

(3)
This record from OMol25 describes a molecular structure, C37H49N8NaS2Se2Si4Te. The level of theory is the ωB97M-V functional and the def2-TZVPD basis.

```
! RIJCOSX wB97M-V def2-TZVPD def2/J DEFGRID3
* xyz 0 1
Na -0.060 -0.250 0.384
C -1.313 2.382 3.511
C 0.070 2.585 2.989
N 0.639 1.841 2.085
C 1.931 2.261 1.839
C 2.324 3.351 2.550
S 1.064 3.858 3.582
C 2.784 1.525 0.896
C 4.112 1.751 0.698
S 4.711 0.672 -0.479
C 3.150 -0.025 -0.638
N 2.253 0.505 0.142
C 2.879 -1.122 -1.606
H -1.651 1.379 3.254
H -2.003 3.113 3.086
H -1.340 2.492 4.595
H 3.274 3.858 2.524
H 4.748 2.468 1.187
H 3.795 -1.459 -2.088
H 2.187 -0.775 -2.376
H 2.416 -1.958 -1.073
Se -5.085 0.389 -5.977
N -4.959 1.247 -4.419
C -3.986 0.689 -3.754
C -3.577 1.109 -2.418
C -4.233 2.132 -1.731
C -3.802 2.468 -0.470
C -2.720 1.774 0.067
N -2.085 0.802 -0.570
C -2.502 0.463 -1.799
C -1.816 -0.671 -2.464
N -0.845 -1.285 -1.777
C -0.282 -2.360 -2.308
C -0.616 -2.856 -3.569
C -1.589 -2.210 -4.294
C -2.219 -1.100 -3.731
C -3.307 -0.404 -4.408
N -3.741 -0.721 -5.597
H -5.069 2.632 -2.203
H -4.288 3.243 0.106
H -2.362 2.000 1.063
H 0.444 -2.866 -1.679
H -0.120 -3.740 -3.944
H -1.894 -2.551 -5.274
C -2.652 -3.972 3.184
N -3.054 -3.407 1.910
C -3.346 -2.112 1.673
Se -3.353 -0.710 2.858
N -3.662 -2.016 0.356
C -3.542 -3.247 -0.268
C -3.736 -3.663 -1.574
C -3.501 -5.003 -1.847
C -3.099 -5.890 -0.845
C -2.922 -5.472 0.464
C -3.145 -4.133 0.730
H -2.710 -3.188 3.933
H -1.624 -4.327 3.103
H -3.326 -4.788 3.446
H -3.929 -1.140 -0.055
H -4.055 -2.977 -2.348
H -3.634 -5.369 -2.856
H -2.920 -6.927 -1.098
H -2.600 -6.152 1.240
C 0.709 -6.015 -2.073
Si 1.369 -6.875 -0.532
C -0.051 -7.861 0.212
C 2.723 -8.089 -1.032
Si 2.161 -5.300 0.999
Te 0.700 -3.319 1.242
Si 4.329 -4.709 0.337
C 5.588 -6.043 0.779
C 4.419 -4.490 -1.539
C 4.843 -3.107 1.174
Si 2.329 -6.328 3.091
C 3.386 -5.263 4.225
C 0.623 -6.494 3.868
C 3.084 -8.053 2.973
H 0.350 -6.743 -2.807
H 1.473 -5.393 -2.548
H -0.129 -5.376 -1.781
H -0.486 -8.551 -0.517
H -0.829 -7.175 0.548
H 0.281 -8.445 1.074
H 2.341 -8.821 -1.748
H 3.105 -8.634 -0.165
H 3.568 -7.577 -1.497
H 5.324 -7.000 0.322
H 5.649 -6.195 1.859
H 6.583 -5.764 0.422
H 4.253 -5.441 -2.049
H 5.402 -4.116 -1.842
H 3.662 -3.791 -1.898
H 4.848 -3.228 2.260
H 4.132 -2.311 0.953
H 5.842 -2.794 0.858
H 2.970 -4.255 4.281
H 4.413 -5.183 3.860
H 3.420 -5.679 5.236
H 0.179 -5.506 4.001
H 0.690 -6.979 4.846
H -0.046 -7.085 3.238
H 4.053 -8.044 2.470
H 2.426 -8.727 2.418
H 3.226 -8.476 3.972
*
```

The calculation puts the LUMO energy at -1.059 eV. The calculation puts the energy relative to the best compared isomer or geometry (same formula, charge and spin) at 0.000 eV. The calculated total energy comes out at -9065.17686 Eh.

=====

(4)
This record from OMol25 describes a molecular structure, C37H50AsN5O3S4V at a distorted geometry. The level of theory is the ωB97M-V functional and the def2-TZVPD basis.

```
! RIJCOSX wB97M-V def2-TZVPD def2/J DEFGRID3
* xyz -1 3
V 0.446 0.477 0.104
C 1.586 -3.114 -3.480
C 1.652 -1.586 -3.564
C 1.646 -1.134 -5.028
C 2.869 -1.022 -2.859
C 4.107 -1.582 -3.145
C 5.274 -1.092 -2.597
C 5.220 0.031 -1.796
C 4.011 0.645 -1.510
C 3.989 1.996 -0.835
C 4.181 3.043 -1.940
C 5.054 2.148 0.251
C 2.815 0.083 -1.988
N 1.587 0.701 -1.655
C 1.024 1.397 -2.648
O 1.509 1.655 -3.756
C -0.299 1.907 -2.223
C -1.222 2.588 -2.993
C -2.410 2.998 -2.395
C -2.570 2.805 -1.027
C -1.579 2.152 -0.312
N -0.500 1.657 -0.931
C -1.381 2.206 1.160
O -2.211 2.707 1.928
N -0.132 1.823 1.457
C 0.509 2.495 2.510
C 0.708 1.950 3.793
C 1.410 2.692 4.734
C 1.897 3.952 4.446
C 1.645 4.509 3.208
C 0.955 3.806 2.235
C 0.610 4.503 0.935
C -0.501 5.524 1.206
C 1.812 5.168 0.269
C 0.074 0.633 4.182
C 0.802 -0.081 5.322
C -1.392 0.888 4.556
H 0.641 -3.472 -3.887
H 2.390 -3.581 -4.045
H 1.655 -3.434 -2.444
H 0.759 -1.179 -3.080
H 2.500 -1.547 -5.562
H 0.733 -1.462 -5.526
H 1.695 -0.050 -5.071
H 4.162 -2.414 -3.829
H 6.224 -1.561 -2.823
H 6.136 0.452 -1.411
H 3.001 2.142 -0.377
H 5.153 2.908 -2.412
H 3.414 2.924 -2.702
H 4.125 4.052 -1.537
H 6.039 2.312 -0.183
H 4.817 2.998 0.887
H 5.086 1.258 0.875
H -1.005 2.780 -4.032
H -3.173 3.494 -2.978
H -3.437 3.180 -0.504
H 1.577 2.287 5.721
H 2.447 4.511 5.192
H 1.980 5.515 3.000
H 0.234 3.764 0.222
H -0.143 6.299 1.882
H -0.825 5.993 0.279
H -1.355 5.032 1.665
H 2.167 6.025 0.835
H 2.620 4.451 0.172
H 1.528 5.511 -0.725
H 0.089 -0.019 3.299
H 0.660 0.432 6.272
H 0.417 -1.092 5.444
H 1.866 -0.143 5.112
H -1.459 1.462 5.482
H -1.886 1.454 3.768
H -1.922 -0.059 4.695
S 0.515 -1.885 -0.557
S 1.707 -2.820 0.777
S 3.300 -1.451 1.001
S 2.309 0.235 1.491
C -3.526 -2.166 2.606
As -1.685 -2.208 1.893
C -0.676 -2.936 3.397
C -1.787 -3.693 0.624
O -1.316 -0.698 1.473
H -3.718 -3.031 3.241
H -4.239 -2.155 1.782
H -3.641 -1.248 3.183
H -0.930 -3.988 3.512
H -0.946 -2.388 4.298
H 0.393 -2.839 3.207
H -2.474 -4.439 1.021
H -0.796 -4.124 0.506
H -2.128 -3.337 -0.347
N -4.134 -1.304 -1.291
C -3.554 -2.062 -2.276
C -2.289 -1.572 -2.417
N -2.089 -0.543 -1.554
C -3.199 -0.406 -0.890
H -5.072 -1.398 -0.938
H -4.074 -2.866 -2.757
H -1.504 -1.893 -3.072
H -3.376 0.322 -0.121
*
```

The calculation puts the LUMO energy (alpha / beta) at 2.048 / 1.953 eV. The calculated total energy comes out at -6712.14547 Eh.